This record from the Open Molecules 2025 dataset describes C39H40IN6O3STa as an isolated structure. The level of theory is wB97M-V/def2-TZVPD.

Element x y z (Å)
Ta  0.7692  0.3279  0.2488
O  0.1450  5.5519  -1.7724
C  1.3645  5.4403  -1.2701
C  2.2948  6.5051  -1.4784
C  3.4858  6.4522  -0.7758
C  3.8084  5.4569  0.0703
C  2.9001  4.4037  0.3415
C  1.7365  4.3519  -0.3923
C  0.7440  3.3256  -0.1045
O  1.0393  2.2887  0.6264
N  -0.4405  3.4793  -0.6838
N  -1.3913  2.5797  -0.4421
C  -2.5985  3.0083  -0.7910
C  -3.8268  2.4025  -0.4905
C  -5.0143  3.0011  -1.0113
C  -6.2279  2.4527  -0.6108
C  -6.2605  1.4048  0.3216
C  -5.0238  0.9191  0.7674
N  -3.8813  1.3683  0.3508
H  -0.3417  4.5748  -1.3167
H  2.0903  7.3046  -2.1975
H  4.2425  7.2172  -0.9005
H  4.7759  5.4578  0.5578
H  3.1567  3.6234  1.0730
H  -2.6409  3.8978  -1.4498
H  -5.0185  3.9080  -1.6274
H  -7.1197  2.7584  -1.1619
H  -7.1846  1.0532  0.7935
H  -4.9464  0.0607  1.4586
C  -2.9643  -5.3059  0.3709
C  -1.4773  -5.2765  -0.0258
N  -0.6617  -4.3461  0.7872
C  -0.1339  -4.8550  2.1340
C  -0.7114  -4.1980  3.3652
C  -0.4714  -3.1243  0.3839
S  0.8293  -2.1969  1.0849
N  -1.2091  -2.6872  -0.6841
C  -1.2953  -1.4672  -1.1712
O  -0.9083  -0.3637  -0.5487
C  -2.0894  -1.2420  -2.3915
C  -2.1115  -0.0406  -3.1318
C  -3.0951  0.1457  -4.0987
C  -4.0027  -0.8929  -4.3521
C  -3.9914  -2.0906  -3.6286
C  -3.0391  -2.3119  -2.6641
H  -3.4374  -6.0128  -0.3338
H  -3.4095  -4.3136  0.2123
H  -3.0909  -5.5688  1.3994
H  -1.4202  -4.8716  -1.0815
H  -0.9673  -6.2663  -0.0584
H  0.9677  -4.7329  2.0892
H  -0.3096  -5.9504  2.1486
H  -0.9029  -3.1428  3.1952
H  -0.0202  -4.2559  4.1968
H  -1.6548  -4.6749  3.6959
H  -1.3890  0.7262  -2.8330
H  -3.1822  1.0804  -4.6026
H  -4.7965  -0.7413  -5.1004
H  -4.7296  -2.8211  -3.8456
H  -2.9907  -3.2971  -2.1422
I  -1.0548  0.6498  3.4062
C  0.7878  -0.1214  4.1202
C  0.7418  -0.7200  5.3783
C  1.9171  -1.2935  5.9268
C  3.0832  -1.3555  5.1824
C  3.1345  -0.8272  3.8929
C  4.4265  -0.8464  3.2337
C  4.5767  -0.0825  2.1231
C  3.4338  0.5146  1.5460
C  2.1426  0.2470  2.0051
C  1.9786  -0.1736  3.3243
H  -0.2314  -0.6685  5.9454
H  1.9275  -1.7327  6.9392
H  3.9357  -1.9273  5.5203
H  5.2144  -1.4783  3.6866
H  5.5668  0.0692  1.6642
H  3.5503  1.2553  0.7619
C  3.8243  -0.9940  -1.7354
C  2.7239  -0.0071  -2.2211
C  1.9569  -0.5323  -3.4338
C  3.5516  1.2695  -2.5744
N  1.8341  0.2374  -1.1657
H  4.6651  -1.0019  -2.4399
H  3.4688  -1.9982  -1.6188
H  4.2401  -0.6991  -0.7986
H  2.5874  -0.6177  -4.3419
H  1.1079  0.0914  -3.6455
H  1.5854  -1.5431  -3.2430
H  4.1596  1.1564  -3.4701
H  4.2758  1.5087  -1.7786
H  2.9179  2.1409  -2.6922

## Properties
Largest force on an atom ... 4.5 eV/A
ΔE to the lowest compared entry with this formula, charge and spin ... 0.000 eV
Orbital gap ... 0.250 hartree
HOMO level ... -7.42 eV

This record from the Open Molecules 2025 dataset describes C39H40IN6O3STa as an isolated structure. The level of theory is wB97M-V/def2-TZVPD.

Element x y z (Å)
Ta  11.5313  10.2747  14.5772
O  16.3906  11.2742  15.6383
C  16.2992  12.6166  15.7130
C  17.3622  13.3386  16.2837
C  17.2765  14.7072  16.3961
C  16.2722  15.3578  15.6956
C  15.2242  14.6610  15.1138
C  15.2402  13.2896  15.1876
C  13.9700  12.5543  14.8930
O  13.9749  11.2767  14.8223
N  12.9530  13.3144  14.6415
N  11.8320  12.6781  14.4446
C  10.8204  13.4538  14.0289
C  9.6260  12.8351  13.6581
C  8.4814  13.5410  13.2493
C  7.2768  12.8552  13.0791
C  7.3069  11.4410  13.2311
C  8.5374  10.8141  13.3853
N  9.6752  11.4534  13.7543
H  15.5446  10.9164  15.2522
H  18.2357  12.8160  16.6787
H  17.9313  15.3183  16.9703
H  16.3622  16.4298  15.5151
H  14.4405  15.1626  14.5653
H  10.9632  14.5265  13.8328
H  8.5405  14.6212  13.1601
H  6.3722  13.4498  13.0408
H  6.3972  10.8302  13.1442
H  8.6565  9.7542  13.2344
C  15.3092  7.6711  19.3710
C  15.6596  8.7404  18.3951
N  15.1693  8.4719  16.9484
C  16.0890  7.7726  16.0127
C  16.3776  6.3419  16.4705
C  13.9406  8.9094  16.6517
S  13.1007  8.3759  15.1056
N  13.3057  9.5985  17.5800
C  12.2863  10.3815  17.5644
O  11.6882  10.8746  16.5015
C  11.9074  10.9467  18.8836
C  12.4476  10.5008  20.1125
C  12.0092  11.0339  21.3113
C  11.0886  12.0722  21.3694
C  10.5570  12.5541  20.1207
C  10.9263  11.9473  18.8930
H  15.1773  8.1797  20.3266
H  16.0712  6.8556  19.4088
H  14.3588  7.2424  19.0917
H  16.7552  8.9063  18.3400
H  15.2861  9.7669  18.6190
H  16.9159  8.4480  15.8937
H  15.5672  7.7256  15.0225
H  17.3317  6.2897  16.9971
H  16.4518  5.6483  15.6687
H  15.5993  5.9572  17.1082
H  13.1911  9.7093  20.0534
H  12.5954  10.8171  22.2070
H  10.6518  12.4615  22.3138
H  9.8212  13.3777  20.1281
H  10.5486  12.3356  17.9500
I  11.5962  6.8685  11.8068
C  10.4570  8.5026  10.9718
C  9.5523  8.2890  9.9227
C  9.2396  9.3736  9.0468
C  9.8216  10.6197  9.1721
C  10.7415  10.8669  10.2305
C  11.6775  11.9476  10.2222
C  12.9027  11.7987  10.9587
C  12.9964  10.8290  12.0024
C  11.8299  10.1415  12.3989
C  10.8955  9.8690  11.2826
H  9.0598  7.3372  9.7741
H  8.4707  9.1588  8.2721
H  9.7017  11.3064  8.3201
H  11.5552  12.8456  9.6390
H  13.7377  12.4585  10.7060
H  13.9908  10.6808  12.4605
C  7.9684  8.4128  15.6145
C  9.4430  8.2148  15.8581
C  9.8299  6.8234  15.2986
C  9.7984  8.3547  17.3177
N  10.2104  9.1118  15.0438
H  7.3109  7.6273  16.0783
H  7.5821  8.5109  14.5830
H  7.5802  9.3311  16.0869
H  9.2496  6.0000  15.7400
H  10.8650  6.5215  15.5192
H  9.6279  6.7375  14.1682
H  9.2382  7.5600  17.8735
H  9.5640  9.3586  17.7083
H  10.8931  8.1041  17.5742

## Properties
Largest force on an atom ... 3.7 eV/A
ΔE to the lowest compared entry with this formula, charge and spin ... 1.250 eV
Orbital gap ... 0.232 hartree
HOMO level ... -7.30 eV

This record from the Open Molecules 2025 dataset describes C39H41CdN7O4S2 as an isolated structure. The level of theory is wB97M-V/def2-TZVPD.

Element x y z (Å)
Cd  0.2728  0.9667  -0.6135
S  2.7252  1.2788  -0.7867
C  2.8059  3.0056  -0.5453
N  3.9100  3.5465  -0.1723
N  3.9921  4.9147  -0.0164
C  3.2019  5.6784  0.8544
C  3.4652  7.0490  0.9343
C  2.7329  7.8599  1.7839
C  1.7192  7.3293  2.5703
C  1.4619  5.9683  2.4968
C  2.1915  5.1449  1.6558
N  1.7133  3.8969  -0.8260
N  0.6794  3.3756  -1.2386
C  -0.3832  4.2914  -1.4878
C  -0.4503  5.5374  -0.8680
C  -1.5356  6.3540  -1.1339
C  -2.5321  5.9370  -2.0094
C  -2.4564  4.6922  -2.6173
C  -1.3829  3.8574  -2.3481
H  4.9635  5.1729  0.0044
H  4.2383  7.4760  0.3061
H  2.9511  8.9199  1.8203
H  1.1387  7.9653  3.2249
H  0.6738  5.5333  3.1004
H  1.9669  4.0928  1.6151
H  0.3313  5.8389  -0.1831
H  -1.6074  7.3209  -0.6526
H  -3.3766  6.5842  -2.2093
H  -3.2395  4.3625  -3.2870
H  -1.3164  2.8698  -2.7856
C  -0.0091  -7.3146  -0.1052
O  -0.2030  -6.0048  -0.5992
C  -1.2567  -5.8007  -1.4426
C  -2.1505  -6.7797  -1.8341
C  -3.1869  -6.4626  -2.7084
C  -3.3078  -5.1793  -3.2015
C  -2.3984  -4.1976  -2.8246
C  -1.3808  -4.4844  -1.9262
N  -0.4132  -3.5613  -1.5180
C  -0.5706  -2.2141  -1.2183
N  -1.8543  -1.8058  -1.1069
C  -2.4736  -0.5851  -0.7380
C  -1.8481  0.6349  -0.5113
C  -2.6709  1.6966  -0.0999
C  -4.0367  1.5698  0.0524
C  -4.6527  0.3501  -0.2123
C  -3.8734  -0.7170  -0.6040
O  -4.3805  -1.9611  -0.9030
C  -5.7051  -2.2425  -0.5027
N  0.4577  -1.4443  -1.0695
C  1.7520  -1.9852  -1.2170
C  2.5489  -1.6001  -2.2850
C  3.8593  -2.0417  -2.4014
C  4.3876  -2.8779  -1.4366
C  3.6082  -3.2860  -0.3596
C  2.2996  -2.8437  -0.2491
O  1.4464  -3.2213  0.7573
C  1.8976  -4.2210  1.6452
H  0.8653  -7.2680  0.5387
H  0.1773  -8.0211  -0.9182
H  -0.8709  -7.6488  0.4786
H  -2.0550  -7.7899  -1.4623
H  -3.8864  -7.2328  -3.0044
H  -4.0995  -4.9301  -3.8951
H  -2.4774  -3.2022  -3.2393
H  0.4119  -3.9758  -1.1137
H  -2.5276  -2.5566  -1.1327
H  -2.2215  2.6592  0.1161
H  -4.6339  2.4145  0.3731
H  -5.7234  0.2424  -0.1100
H  -6.4306  -1.7007  -1.1163
H  -5.8596  -1.9877  0.5488
H  -5.8448  -3.3113  -0.6480
H  2.1281  -0.9214  -3.0151
H  4.4640  -1.7162  -3.2366
H  5.4108  -3.2217  -1.5103
H  4.0312  -3.9473  0.3836
H  1.0634  -4.4322  2.3106
H  2.7559  -3.8826  2.2337
H  2.1721  -5.1333  1.1062
O  0.4539  1.7375  1.7502
S  1.6739  1.3374  2.5383
C  1.0672  1.0671  4.2393
C  0.7279  -0.4109  4.3826
C  1.8171  -1.1456  3.6064
C  1.8981  -0.4514  2.2547
H  0.2231  1.7462  4.3525
H  1.8639  1.3701  4.9211
H  -0.2489  -0.6117  3.9372
H  0.6883  -0.7107  5.4304
H  1.6011  -2.2080  3.4835
H  2.7705  -1.0640  4.1363
H  1.0547  -0.7274  1.6175
H  2.8202  -0.6049  1.6964

## Properties
Largest force on an atom ... 0.4 eV/A
Orbital gap ... 0.248 hartree
HOMO level ... -6.94 eV